Entry 1:
2 unconnected molecules or ions with the total composition C3H9NO. Source: the Open Molecules 2025 dataset; level of theory: ωB97M-V/def2-TZVPD.

Last column: Löwdin charge in e.
CARTESIAN COORDINATES (ANGSTROEM)
C  -0.143  1.422  1.233  -0.057
N  -0.041  0.443  0.452  -0.052
C  0.247  0.723  -0.948  -0.290
C  -0.883  0.118  -1.797  -0.095
H  -0.110  2.477  0.941  0.073
H  -0.364  1.258  2.285  0.064
H  0.328  1.800  -1.133  0.100
H  1.160  0.209  -1.212  0.105
H  -1.685  0.852  -1.854  0.068
H  -0.505  -0.194  -2.775  0.069
H  -1.261  -0.779  -1.322  0.059
O  0.817  -2.318  1.216  -0.089
H  0.297  -2.803  0.556  0.031
H  0.160  -1.731  1.623  0.015

**Total charge**: 0
**Energy above the lowest of the compared OMol25 structures with the same formula, charge and spin**: 1.440 eV
**E_HOMO**: -9.8275 eV
**DFT total energy**: -6793.6159 eV

Entry 2:
2 unconnected molecules or ions with the total composition C31H32O5. Source: the Open Molecules 2025 dataset; level of theory: ωB97M-V/def2-TZVPD.

Last column: Löwdin charge in e.
CARTESIAN COORDINATES (ANGSTROEM)
C  4.193  -1.998  1.206  -0.064
C  2.814  -2.563  0.962  -0.280
O  1.846  -1.839  1.664  -0.036
C  0.603  -2.345  1.401  -0.481
C  -0.451  -1.622  2.055  -0.108
C  -1.846  -1.878  2.034  -0.454
O  -2.440  -2.761  1.437  0.014
C  -2.534  -0.875  2.929  -0.120
C  -1.430  -0.194  3.755  -0.177
C  -0.145  -0.481  2.970  -0.185
O  0.414  -3.325  0.688  0.049
H  4.964  -2.557  0.678  0.075
H  4.237  -0.958  0.884  0.077
H  4.425  -2.011  2.270  0.050
H  2.526  -2.523  -0.098  0.129
H  2.723  -3.609  1.288  0.112
H  -3.053  -0.143  2.303  0.116
H  -3.291  -1.372  3.545  0.102
H  -1.602  0.882  3.884  0.100
H  -1.369  -0.637  4.756  0.083
H  0.706  -0.734  3.610  0.097
H  0.159  0.387  2.375  0.109
C  0.164  -10.829  0.064  -0.090
O  -0.485  -10.716  1.308  -0.072
C  -0.160  -9.581  2.041  -0.216
C  -0.786  -9.407  3.287  0.009
C  -0.539  -8.309  4.064  -0.013
C  0.390  -7.335  3.659  -0.177
C  0.684  -6.151  4.473  -0.048
C  -0.393  -5.412  5.010  0.001
C  -0.255  -4.354  5.851  0.048
C  -1.338  -3.563  6.358  -0.203
C  -1.056  -2.445  7.155  -0.025
C  -2.068  -1.642  7.625  -0.071
C  -3.386  -1.934  7.324  -0.056
C  -3.689  -3.040  6.550  -0.060
C  -2.682  -3.846  6.073  -0.002
C  2.081  -5.755  4.701  -0.177
C  3.012  -6.715  5.133  -0.004
C  4.319  -6.380  5.356  0.011
C  4.789  -5.077  5.126  -0.216
O  6.137  -4.828  5.363  -0.072
C  6.538  -3.499  5.133  -0.087
C  3.864  -4.126  4.667  -0.002
C  2.548  -4.448  4.474  -0.009
C  1.033  -7.519  2.425  0.014
C  0.749  -8.593  1.630  -0.001
H  -0.154  -11.761  -0.404  0.097
H  -0.119  -9.996  -0.582  0.100
H  1.244  -10.859  0.209  0.095
H  -1.481  -10.160  3.611  0.120
H  -1.023  -8.203  5.019  0.120
H  -1.380  -5.712  4.713  0.115
H  0.736  -4.063  6.152  0.117
H  -0.031  -2.229  7.404  0.117
H  -1.833  -0.790  8.241  0.109
H  -4.181  -1.315  7.706  0.110
H  -4.715  -3.281  6.326  0.112
H  -2.940  -4.713  5.489  0.111
H  2.671  -7.722  5.310  0.125
H  5.016  -7.117  5.714  0.121
H  7.598  -3.408  5.369  0.098
H  6.389  -3.247  4.083  0.092
H  5.976  -2.822  5.778  0.098
H  4.194  -3.125  4.460  0.095
H  1.867  -3.707  4.094  0.125
H  1.728  -6.768  2.092  0.129
H  1.213  -8.663  0.664  0.105

**Total charge**: 0
**E_HOMO**: -5.5390 eV
**DFT total energy**: -42899.9462 eV

Entry 3:
A gas-phase ion, C3H9N2 (charge +1). Source: the Open Molecules 2025 dataset; level of theory: ωB97M-V/def2-TZVPD.

Last column: Löwdin charge in e.
CARTESIAN COORDINATES (ANGSTROEM)
C  -0.836  -1.460  -0.536  -0.083
C  -0.553  -0.103  -1.121  -0.247
N  -0.365  0.824  1.324  0.201
C  0.922  0.633  0.943  -0.177
N  0.831  0.211  -0.672  0.078
H  -0.754  -2.301  -1.236  0.093
H  -0.064  -1.526  0.257  0.059
H  -1.902  -1.536  0.069  0.151
H  -0.871  0.055  -2.146  0.131
H  -1.162  0.590  -0.488  0.110
H  1.556  -0.151  1.390  0.178
H  -0.296  0.990  2.359  0.132
H  1.568  1.591  0.905  0.222
H  1.467  0.623  -1.389  0.152

**Total charge**: +1
**Energy above the lowest of the compared OMol25 structures with the same formula, charge and spin**: 6.977 eV
**E_HOMO**: -14.7482 eV
**DFT total energy**: -6224.0714 eV

| no. | HOMO-LUMO gap (eV) |
| --- | --- |
| 1 | 10.9 |
| 2 | 2.8 |
| 3 | 6.1 |